ORCA calculation (wB97M-V/def2-TZVPD) on C4H4N2O2 as an isolated structure.

The value obtained for the gap between HOMO and LUMO is 0.326 Eh. The multiplicity is 1. The calculation puts the energy above the lowest of the compared OMol25 structures with the same formula, charge and spin at 6.175 eV.

Geometry (Å):
N (-1.4774, -0.2019, -0.2631)
N (-0.3223, -0.9896, -0.4650)
C (-1.0763, 0.5664, 0.8233)
C (0.1998, -0.3138, 1.0047)
C (1.2921, 0.1222, -1.1340)
C (1.4447, 0.7780, -0.0900)
O (-1.5365, 1.5378, 1.3454)
O (0.7143, -0.9010, 1.9032)
H (-2.0562, 0.1155, -1.0285)
H (-0.5499, -1.9834, -0.3929)
H (1.3868, -0.2885, -2.1138)
H (1.9809, 1.5584, 0.4107)

ORCA calculation (wB97M-V/def2-TZVPD) on one molecule with the formula C4H4N2O2 in a non-equilibrium geometry.

As for the SMILES: [H]/N=C/n1ccoc1=O. The value obtained for the gap between HOMO and LUMO is 0.381 Eh. The multiplicity is 1. The calculation puts the energy above the lowest of the compared OMol25 structures with the same formula, charge and spin at 2.859 eV.

Geometry (Å):
H (2.6707, -1.7268, 0.3400)
N (2.1363, -1.0819, -0.1896)
C (0.9738, -1.1179, 0.3015)
N (-0.1340, -0.2955, 0.0493)
C (0.1766, 0.8150, -0.8901)
C (-0.9043, 1.5419, -0.7682)
O (-1.8210, 1.1727, 0.3341)
C (-1.3820, -0.0812, 0.6659)
O (-1.9500, -0.7922, 1.4817)
H (0.5525, -1.7897, 0.9778)
H (1.2081, 0.7560, -1.3129)
H (-1.5268, 2.5996, -0.9894)

ORCA calculation (wB97M-V/def2-TZVPD) on one molecule with the formula C4H4N2O2 in a non-equilibrium geometry.

The value obtained for the gap between HOMO and LUMO (alpha / beta) is 0.265 / 0.296 Eh. The multiplicity is 1. The calculation puts the energy above the lowest of the compared OMol25 structures with the same formula, charge and spin at 5.642 eV.

Geometry (Å):
C (0.5544, -2.1225, -0.4928)
C (-0.0173, 1.8890, 0.1190)
C (-0.0816, -0.8807, -0.0555)
O (0.3408, 2.1710, 1.3702)
N (-1.3062, -0.6703, 0.2353)
C (-1.8406, 0.4971, 0.0401)
O (0.5486, 2.1368, -0.8946)
N (-1.6339, 1.6834, 0.1233)
H (1.1938, 2.6346, 1.3466)
H (0.8601, -2.7221, 0.3766)
H (-0.0993, -2.7193, -1.1358)
H (1.4811, -1.8969, -1.0325)

ORCA calculation (wB97M-V/def2-TZVPD) on one molecule with the formula C4H4N2O2 in a non-equilibrium geometry.

As for the SMILES: C=Nn1occc1=O. The value obtained for the gap between HOMO and LUMO is 0.359 Eh. The multiplicity is 1. The calculation puts the energy above the lowest of the compared OMol25 structures with the same formula, charge and spin at 5.584 eV.

Geometry (Å):
C (2.4369, -0.0219, 0.1909)
N (1.4639, 0.7942, 0.0344)
N (0.3392, 0.2462, -0.5622)
O (-0.0259, -1.1765, -0.3478)
C (-1.3877, -1.0822, 0.0526)
C (-1.8652, 0.1338, 0.3079)
C (-0.7953, 1.0296, -0.0980)
O (-0.7454, 2.2946, -0.2479)
H (2.2497, -1.1478, -0.4428)
H (3.3072, 0.4345, 0.7509)
H (-2.1328, -1.8974, -0.2392)
H (-2.8446, 0.3929, 0.6012)

ORCA calculation (wB97M-V/def2-TZVPD) on a 2-piece molecular cluster, C4H4N2O2 overall in a non-equilibrium geometry.

The value obtained for the gap between HOMO and LUMO is 0.272 Eh. The multiplicity is 1. The calculation puts the energy above the lowest of the compared OMol25 structures with the same formula, charge and spin at 6.924 eV.

Geometry (Å):
C (-1.4387, 0.2634, -0.0127)
C (-0.1830, -0.4229, 0.2422)
C (1.0638, 0.3552, -0.0230)
C (2.2691, -0.2724, -0.0669)
H (-1.4082, 2.4394, 0.6471)
H (0.9060, 1.5448, -0.0121)
H (3.3452, -0.0257, -0.1016)
H (2.2184, -1.2904, -0.5851)
N (-1.7929, -1.8055, -0.0729)
N (-0.6089, -1.7241, 0.1899)
O (-1.9264, 1.4476, -0.0765)
O (-2.4445, -0.5093, -0.1284)

ORCA calculation (wB97M-V/def2-TZVPD) on C4H4N2O2 as an isolated structure in a non-equilibrium geometry.

The value obtained for the gap between HOMO and LUMO is 0.374 Eh. The multiplicity is 1. The calculation puts the energy above the lowest of the compared OMol25 structures with the same formula, charge and spin at 3.309 eV.

Geometry (Å):
C (1.7315, 0.0666, 0.0193)
C (0.2065, -0.1152, 0.0131)
C (-0.5747, 0.9518, -0.2089)
C (-1.6729, -0.8716, 0.1831)
H (3.2560, -0.7097, -0.2143)
H (-0.5869, 2.1778, -0.2736)
H (-2.3289, 1.0441, -0.1599)
H (-2.4758, -1.5490, 0.4772)
N (-1.8400, 0.4150, -0.1106)
N (-0.4152, -1.2461, 0.1726)
O (2.4004, -1.1585, -0.2557)
O (2.3001, 0.9947, 0.3574)